Formula: C26H34FPReSSe2
Source: OMol25
Level of theory: wB97M-V/def2-TZVPD

For the orbital gap (spin up / spin down), the calculation gives 6.32 / 6.58 eV. Its HOMO energy (spin up / spin down) is -0.51832 / -0.51813 Ha. Its spin multiplicity is 2. The energy relative to the best compared isomer or geometry (same formula, charge and spin) comes out at 0.590 eV. As for the net charge: +2.

```
66
Properties=species:S:1:pos:R:3:forces:R:3:mulliken_charge:R:1
Re 0.225201 -0.101112 0.243478 -1.4 2.1 0.8 0.780
C -1.966616 -2.193193 1.985587 -0.2 0.0 0.1 -1.644
C -1.639055 -0.785223 1.536971 -0.3 -0.4 -0.1 1.052
C -1.081690 0.130488 2.462517 -0.1 0.2 0.2 0.301
C -0.480626 -0.386145 3.742558 0.0 0.0 0.0 -2.275
C -1.261883 1.520829 2.264868 0.4 -0.4 0.4 1.256
C -0.825798 2.479331 3.326963 -0.1 0.1 0.0 -2.278
C -1.795383 2.011654 1.062010 0.0 0.2 -0.4 1.369
C -1.828890 3.489435 0.807019 0.1 0.0 0.0 -2.594
C -2.208720 1.120145 0.064652 0.0 0.0 -0.2 1.094
C -2.808254 1.634648 -1.216094 0.0 0.0 0.0 -2.099
C -2.141272 -0.281671 0.297948 -0.1 -0.8 -0.1 1.127
C -2.815120 -1.238771 -0.655248 -0.1 0.0 0.1 -2.429
H -1.287779 -2.974554 1.647526 0.1 0.1 -0.1 0.259
H -2.959318 -2.464443 1.628144 0.0 0.0 0.0 0.428
H -2.002312 -2.245346 3.070501 0.0 0.0 0.0 0.507
H -1.241476 -0.438825 4.525828 0.0 0.0 0.0 0.500
H 0.319929 0.252135 4.108666 0.0 0.0 0.0 0.607
H -0.069929 -1.385751 3.618813 0.0 0.0 0.0 0.497
H 0.181514 2.852890 3.113609 0.0 0.0 0.0 0.381
H -0.820240 2.031521 4.315230 0.0 0.0 0.0 0.481
H -1.481461 3.346631 3.364272 0.0 0.0 0.0 0.467
H -2.789875 3.920714 1.102399 0.0 0.0 0.0 0.421
H -1.677767 3.715369 -0.245002 0.0 0.0 0.0 0.547
H -1.051960 4.008642 1.360281 0.0 0.0 0.0 0.565
H -2.042699 1.786647 -1.982609 0.0 0.0 0.0 0.352
H -3.294847 2.593336 -1.061704 0.0 0.0 0.0 0.566
H -3.552717 0.952735 -1.615966 0.0 0.0 0.0 0.446
H -3.892112 -1.257429 -0.465197 0.0 0.0 0.0 0.530
H -2.441715 -2.251036 -0.530969 0.0 0.0 0.0 0.401
H -2.667391 -0.959659 -1.693443 0.0 0.0 0.0 0.291
Se 1.165882 0.223086 -1.973619 -0.1 0.4 -0.3 -0.256
P 0.914666 -1.919090 -2.441019 -0.2 -0.2 0.5 0.913
Se 0.380436 -2.426414 -0.321444 0.1 -1.0 -0.6 -0.432
C 2.347643 -2.810007 -2.976558 0.4 0.0 -0.2 0.803
C 2.907555 -2.473785 -4.215722 0.0 0.0 -0.1 -0.396
C 4.037435 -3.132917 -4.661642 0.0 -0.1 0.1 -0.736
C 4.606963 -4.137636 -3.884496 0.0 0.0 0.0 -0.449
C 4.048355 -4.482000 -2.662612 0.0 0.0 0.0 -0.805
C 2.923880 -3.814320 -2.199635 0.0 -0.1 0.1 -0.294
C -0.388311 -2.141166 -3.620901 -0.2 -0.2 -0.3 0.919
C -0.511470 -3.401207 -4.217663 0.0 -0.1 0.0 -0.686
C -1.554784 -3.653292 -5.092741 0.0 0.1 0.0 -0.672
C -2.466720 -2.649221 -5.388740 0.0 0.0 0.0 -0.574
C -2.335341 -1.388765 -4.817447 0.0 0.0 0.0 -0.443
C -1.303323 -1.131673 -3.932462 0.1 0.0 0.0 -0.637
H 2.465005 -1.707051 -4.842258 0.0 0.0 0.1 0.414
H 4.474463 -2.873558 -5.615942 0.0 0.0 0.0 0.441
H 5.487613 -4.655619 -4.239905 0.0 0.0 0.0 0.424
H 4.488261 -5.273674 -2.071820 0.0 0.0 0.0 0.440
H 2.497891 -4.100292 -1.246288 0.0 0.1 0.0 0.340
H 0.203603 -4.187529 -4.008524 0.0 0.0 0.0 0.441
H -1.648718 -4.626939 -5.553200 0.0 0.0 0.0 0.439
H -3.276007 -2.843760 -6.079833 0.0 0.0 0.0 0.430
H -3.032089 -0.602986 -5.077147 0.0 0.0 0.0 0.440
H -1.189581 -0.140066 -3.513420 0.0 0.0 0.0 0.206
C 3.276615 -1.621307 0.904141 0.0 0.1 0.2 -0.984
S 2.105329 -0.422027 1.583162 0.8 -0.2 0.4 0.257
C 3.132875 1.066965 1.459168 0.0 -0.2 0.2 -0.985
H 4.161050 -1.573647 1.536721 0.0 0.0 0.0 0.549
H 3.506053 -1.356250 -0.125940 0.0 0.0 0.0 0.278
H 2.823988 -2.603880 0.964564 0.1 0.0 0.0 0.336
H 3.436918 1.229694 0.428764 -0.1 0.0 0.0 0.342
H 3.992517 0.868833 2.097557 0.0 0.1 0.0 0.484
H 2.553845 1.901814 1.832954 0.1 0.0 0.0 0.224
F 0.761026 1.776922 0.471390 0.7 0.1 -0.3 -0.677
```
Forces are in eV/Å.



Formula: C26H34MnN8O
Source: OMol25
Level of theory: wB97M-V/def2-TZVPD

For the orbital gap (spin up / spin down), the calculation gives 8.38 / 8.38 eV. Its HOMO energy (spin up / spin down) is -0.48570 / -0.48872 Ha. Its spin multiplicity is 6. The energy relative to the best compared isomer or geometry (same formula, charge and spin) comes out at 0.789 eV. As for the net charge: +2.

```
70
Properties=species:S:1:pos:R:3:forces:R:3:mulliken_charge:R:1
Mn 0.028702 0.036480 -0.019955 0.3 0.0 0.0 1.899
N 1.047732 -1.073599 4.103337 -0.4 -0.1 -0.3 -0.122
C 2.274147 -0.507384 3.942729 0.4 0.3 -0.3 -0.867
C 2.294258 0.002978 2.674708 0.3 -0.1 0.4 -0.529
N 1.105439 -0.234858 2.063499 -1.0 -0.4 -0.1 0.408
C 0.364584 -0.898106 2.947028 0.6 0.4 0.1 0.118
C -0.940062 -1.393512 2.611112 -0.6 -0.2 -0.4 -0.146
N -1.422359 -1.290706 1.374499 0.8 0.3 0.2 0.549
C -2.606252 -1.959172 1.379978 -0.4 -0.3 0.3 -0.611
C -2.853295 -2.455205 2.629077 -0.3 0.0 -0.5 -0.890
N -1.794434 -2.088343 3.399477 0.4 0.3 -0.1 -0.116
H 0.739773 -1.549364 4.936652 0.0 0.0 0.0 0.185
H 3.006813 -0.504879 4.722294 0.2 0.0 0.1 0.443
H 3.097267 0.495513 2.171918 0.2 0.2 -0.1 0.503
H -3.217104 -2.075441 0.506132 -0.1 0.0 -0.1 0.515
H -3.668063 -3.035878 3.007911 -0.2 -0.1 0.1 0.430
H -1.715258 -2.269089 4.388486 0.1 0.0 -0.1 0.198
C -3.803276 -0.053304 -5.525994 -0.2 0.0 -0.2 -1.426
C -2.900263 0.027115 -4.350453 0.3 0.0 0.3 0.926
C -1.630889 0.597511 -4.415005 -0.2 -0.1 0.1 -1.019
C -0.815825 0.589749 -3.298526 0.1 0.1 -0.1 -0.636
N -1.194831 0.101037 -2.115325 0.3 -0.1 0.5 0.552
C -2.432620 -0.403929 -2.039662 -0.1 -0.1 -0.1 -0.092
C -3.295953 -0.481356 -3.111134 0.2 0.1 0.0 -0.742
H -3.312377 0.288230 -6.433393 -0.1 0.0 0.0 0.372
H -4.696530 0.548082 -5.356269 0.0 0.1 0.0 0.337
H -4.141251 -1.080336 -5.662329 0.0 0.0 -0.1 0.370
H -1.273992 1.051655 -5.325800 0.1 0.0 -0.1 0.419
H 0.185310 0.995432 -3.360369 0.0 0.1 0.0 0.476
H -2.732126 -0.755329 -1.063032 -0.1 -0.1 0.1 0.030
H -4.268896 -0.933970 -2.991840 -0.1 0.0 0.1 0.490
C 1.237045 -4.206513 -1.375200 -0.1 0.3 0.0 -0.675
C 2.585136 -3.515412 -1.548296 -0.2 0.2 0.2 -0.671
C 2.390653 -2.280725 -0.678448 0.6 0.0 0.2 -0.601
O 1.008749 -1.908898 -0.828749 -0.2 0.5 0.2 0.173
C 0.281576 -3.017397 -1.389303 -0.5 -0.3 -0.3 -0.477
H 1.198886 -4.715883 -0.413090 0.0 -0.1 0.0 0.298
H 1.016124 -4.920566 -2.160799 -0.1 -0.1 -0.1 0.396
H 2.742785 -3.235031 -2.589164 0.0 0.0 0.0 0.292
H 3.420568 -4.121811 -1.216286 0.1 0.0 0.0 0.390
H 3.009561 -1.430354 -0.971610 -0.1 -0.1 0.1 0.361
H 2.577495 -2.512940 0.377805 0.0 0.1 -0.1 0.216
H -0.008600 -2.750407 -2.413649 0.0 0.0 0.2 0.258
H -0.621301 -3.174179 -0.792165 0.1 0.0 -0.1 0.167
C 2.422647 3.050792 0.902322 0.0 0.0 0.0 -1.611
C 2.569597 2.314045 -0.378019 -0.1 0.1 0.2 0.297
N 1.854077 1.270343 -0.767092 -0.4 -0.2 0.2 0.837
C 2.362921 0.889690 -1.986859 0.4 0.1 -0.3 -0.865
C 3.384588 1.718330 -2.334221 -0.2 -0.4 -0.3 -1.174
N 3.496209 2.614977 -1.312045 -0.1 0.0 0.2 0.019
H 1.571488 2.652829 1.455062 0.1 0.1 0.0 0.180
H 2.266029 4.114770 0.723350 0.0 0.0 0.1 0.513
H 3.321389 2.949527 1.512389 0.0 0.0 0.0 0.420
H 1.971653 0.043280 -2.520024 0.0 -0.1 -0.1 0.850
H 4.016811 1.739046 -3.200060 0.1 0.0 -0.1 0.444
H 4.153686 3.379824 -1.276967 -0.1 -0.1 0.1 0.220
N -1.342118 2.100581 0.066215 0.3 -0.5 -0.3 -0.372
C -1.733064 3.168828 0.932900 -0.2 0.5 0.3 0.231
C -3.018473 3.182474 1.463779 0.2 -0.1 -0.2 -0.456
C -3.434260 4.235737 2.257463 0.1 0.0 0.1 -0.712
C -2.557902 5.266484 2.556478 0.0 0.0 0.0 -0.498
C -1.284370 5.266918 2.011743 0.0 0.0 0.1 -0.763
C -0.873250 4.229342 1.194860 -0.1 -0.3 -0.1 -0.145
H -2.190708 1.672534 -0.302962 0.3 0.2 -0.2 0.137
H -0.786223 2.470349 -0.709066 -0.4 -0.1 0.1 0.265
H -3.696608 2.376370 1.222751 -0.1 -0.1 0.0 0.411
H -4.445029 4.258601 2.632561 -0.1 0.0 0.1 0.405
H -2.872705 6.072494 3.198318 0.0 0.1 0.0 0.405
H -0.608739 6.082721 2.215510 0.1 0.1 0.0 0.413
H 0.101354 4.249794 0.734839 0.1 0.0 0.0 0.401
```
Forces are in eV/Å.



Formula: C26H34N2
Source: OMol25
Level of theory: wB97M-V/def2-TZVPD

For the orbital gap, the calculation gives 8.46 eV. Its HOMO energy is -0.28696 Ha.

```
62
Properties=species:S:1:pos:R:3:forces:R:3:mulliken_charge:R:1
C 3.505716 -2.076664 -3.816511 0.2 -0.1 -0.2 -1.468
C 2.779406 -1.007208 -3.055876 -0.6 0.2 0.1 0.468
C 3.215109 -0.569975 -1.808476 0.4 0.1 0.0 -1.140
C 2.575941 0.456508 -1.117212 -0.8 0.2 -0.4 2.213
C 3.219450 0.917851 0.161923 0.8 -0.4 0.2 -1.834
C 1.395448 1.020721 -1.654289 0.3 0.2 0.0 0.242
C 0.587171 2.076662 -0.899410 -0.4 0.1 -0.3 0.202
C 1.217294 3.475426 -0.997710 0.1 -0.2 0.1 -1.634
C 0.259114 1.680185 0.543753 -0.7 0.4 -0.1 -1.453
C -0.382744 0.294645 0.657804 0.3 -2.0 -1.7 0.803
C -0.411694 -0.397839 2.005527 -0.6 0.0 0.6 0.232
C -0.780004 -1.765422 1.995490 0.0 -0.3 0.1 0.749
C -0.943866 -2.464252 0.684416 -0.3 -0.1 -0.4 -1.089
C -0.970252 -2.504985 3.163665 0.3 0.4 0.0 -0.931
C -0.761270 -1.907073 4.412187 -0.2 0.0 -0.4 0.578
C -1.027993 -2.667107 5.687886 0.1 -0.1 0.2 -1.500
C -0.302395 -0.587370 4.432329 0.0 -0.5 -0.2 -0.911
C -0.091763 0.176773 3.269009 -0.4 -0.5 0.1 1.450
C 0.529831 1.521955 3.522633 0.0 0.6 0.2 -1.566
N -1.986477 0.087481 -0.211861 0.3 2.0 1.9 0.235
C -2.879328 1.018409 0.240974 -0.8 0.3 -2.4 -0.367
N -3.916132 1.221186 -0.624175 0.4 -0.6 2.5 -0.797
C -3.827419 0.234209 -1.555197 2.3 -0.7 1.1 0.529
C -4.959434 -0.193250 -2.434476 0.0 -0.2 -0.4 -1.297
C -2.603015 -0.444434 -1.345936 -0.6 0.2 -1.0 -0.501
C 0.976606 0.632205 -2.941631 0.1 0.0 0.2 0.936
C -0.134090 1.331626 -3.682338 -0.4 -0.2 -0.3 -1.516
C 1.644973 -0.390511 -3.608236 0.6 -0.2 0.3 -1.040
H 2.913150 -2.364851 -4.690364 0.2 -0.1 0.1 0.358
H 4.473744 -1.700557 -4.177531 -0.2 -0.1 0.1 0.292
H 3.702115 -2.972589 -3.209835 -0.1 0.3 -0.1 0.346
H 4.125474 -0.982018 -1.340347 -0.5 0.0 -0.5 0.358
H 3.273487 2.008697 0.299268 -0.2 -0.5 0.0 0.223
H 2.794795 0.436159 1.053410 -0.1 0.2 -0.1 0.297
H 4.253259 0.547783 0.111276 -0.1 0.3 0.2 0.533
H -0.388917 2.158167 -1.392491 0.2 -0.1 0.0 0.154
H 1.287847 3.741611 -2.054757 0.1 0.1 0.1 0.409
H 0.609522 4.237123 -0.490841 0.1 -0.2 -0.1 0.422
H 2.231290 3.489991 -0.573917 -0.3 0.1 -0.1 0.227
H 1.187935 1.700789 1.130631 -0.5 -0.4 -0.1 0.142
H -0.363103 2.470980 1.001419 0.1 -0.4 -0.3 0.834
H 0.193562 -0.377986 -0.031911 -0.6 0.7 0.5 -0.280
H -1.413803 -3.448384 0.784480 0.4 0.1 0.1 0.432
H -1.613681 -1.876305 0.057959 0.3 -0.5 0.1 -0.149
H 0.024919 -2.545055 0.162178 -0.3 -0.1 0.1 0.297
H -1.252246 -3.563544 3.061577 0.1 0.6 0.2 0.339
H -0.505461 -2.187041 6.527201 -0.3 -0.1 -0.1 0.352
H -2.107244 -2.730963 5.923835 0.5 0.1 -0.1 0.289
H -0.654568 -3.699699 5.613997 -0.1 0.3 0.0 0.353
H -0.077853 -0.160546 5.412887 0.0 0.1 -0.4 0.261
H 0.511663 1.731735 4.599381 0.0 -0.1 -0.2 0.413
H 1.587376 1.535226 3.218531 -0.3 0.1 0.0 0.306
H 0.016688 2.361885 3.045694 0.1 -0.2 0.0 0.297
H -2.741894 1.507190 1.192518 0.0 0.3 -0.2 0.437
H -4.570252 -0.540336 -3.400162 -0.2 0.2 0.1 0.334
H -5.506445 -1.055675 -2.012431 0.2 0.4 0.1 0.262
H -5.684772 0.614056 -2.595706 0.3 -0.1 0.0 0.350
H -2.256317 -1.288783 -1.940894 0.3 0.3 0.4 0.361
H -0.238132 0.840317 -4.659291 0.0 0.3 0.2 0.400
H -1.116010 1.243468 -3.192549 0.3 0.1 0.0 0.259
H 0.087325 2.396544 -3.865236 -0.1 -0.4 0.2 0.248
H 1.288364 -0.697142 -4.592242 0.1 0.0 0.2 0.251
```
Forces are in eV/Å.